a) A gas-phase ion, C11H12N (charge +1), computed with wB97M-V/def2-TZVPD.

Geometry (Å):
C  -0.786  2.932  0.421
C  0.351  2.150  0.799
C  -1.907  2.495  -0.179
C  1.280  -1.536  1.615
C  0.872  -0.086  2.043
C  -2.216  1.189  -0.629
C  1.324  -1.611  0.102
C  0.516  0.941  1.333
C  -1.628  0.060  -0.258
C  0.275  -1.236  -0.634
C  0.232  -1.249  -2.111
N  -0.934  -0.913  0.055
H  -0.762  4.005  0.543
H  1.301  2.746  0.627
H  -2.554  3.394  -0.520
H  2.272  -1.773  2.100
H  0.825  0.068  3.048
H  -3.116  1.102  -1.254
H  2.191  -1.947  -0.429
H  -0.487  -0.538  -2.585
H  0.081  -2.321  -2.236
H  1.312  -1.022  -2.300
H  0.535  -2.052  2.170
H  -1.014  -1.528  0.924

Computed properties:
LUMO   -4.18 eV
Total charge   +1


b) A gas-phase ion, C11H12N (charge +1), computed with wB97M-V/def2-TZVPD.

Geometry (Å):
C  -0.450  0.014  1.267
C  0.589  0.805  0.776
C  1.348  -1.403  0.420
C  0.404  -0.540  -1.683
C  -0.869  -0.266  -0.848
C  -0.675  1.123  -0.018
C  -1.059  -0.920  0.479
C  1.780  0.113  0.379
C  -1.615  2.209  0.039
C  -1.919  -1.990  0.938
C  3.151  0.548  0.454
N  1.447  -0.749  -0.743
H  0.344  -1.493  -2.273
H  0.739  0.263  -2.330
H  -1.703  -0.546  -1.361
H  -1.634  2.588  -0.896
H  -1.224  2.937  0.774
H  -2.615  1.987  0.237
H  -1.356  -2.376  1.774
H  -2.079  -2.746  0.164
H  -2.880  -1.501  1.251
H  3.513  0.215  -0.518
H  3.642  -0.002  1.180
H  3.122  1.729  0.537

Computed properties:
LUMO   -5.81 eV
Total charge   +1


Computed energies relative to the best structure, in kcal/mol: a) 0.0; b) 119.7


a) A gas-phase ion, C3H7N2OS (charge +1), computed with wB97M-V/def2-TZVPD.

Geometry (Å):
C  -0.692  1.438  -0.753
C  -0.018  1.238  0.702
C  0.392  -1.043  0.086
N  1.025  -2.164  0.212
N  0.349  -0.129  0.997
O  -0.152  2.033  -1.630
S  -2.355  0.703  -0.960
H  0.839  2.019  0.698
H  -0.850  1.732  1.367
H  0.202  -0.762  -0.931
H  1.260  -2.630  1.060
H  1.528  -2.521  -0.588
H  0.590  -0.206  1.965
H  -2.120  0.292  -2.225

Computed properties:
Structure (SMILES)   N/C=[NH+]/CC(=O)S
LUMO   -4.18 eV
Total charge   +1


b) 2 unconnected molecules or ions with the total composition C3H7N2OS, computed with wB97M-V/def2-TZVPD.

Geometry (Å):
C  1.554  0.710  0.386
C  2.069  -0.511  -0.373
C  -0.381  -0.412  -0.006
N  -3.541  -0.017  -0.119
N  0.136  0.781  0.293
O  -1.628  -0.636  -0.275
S  0.657  -1.754  -0.211
H  1.936  0.596  1.364
H  2.032  1.627  -0.021
H  2.014  -0.351  -1.383
H  3.067  -0.752  -0.061
H  -3.675  -0.020  0.799
H  -0.443  1.621  0.147
H  -3.796  -0.882  -0.541

Computed properties:
LUMO (spin up / spin down)   -7.39 / -7.40 eV
Total charge   +1


Computed energies relative to the best structure, in kcal/mol: a) 0.0; b) 80.8


a) 2 unconnected molecules or ions with the total composition C3H10NOS, computed with wB97M-V/def2-TZVPD.

Geometry (Å):
C  0.745  0.255  0.131
C  -0.469  -0.047  -0.711
S  -1.472  1.285  -1.430
C  0.411  0.884  1.497
N  1.609  1.556  2.064
H  1.564  0.820  -0.331
H  1.174  -0.700  0.306
H  -1.055  -0.737  -0.093
H  -0.190  -0.719  -1.561
H  0.059  0.141  2.218
H  -0.358  1.684  1.573
H  1.426  2.367  2.644
H  2.150  1.777  1.198
H  -2.591  -2.714  -2.439
H  -1.150  -2.536  -2.550
O  -1.852  -3.313  -2.515

Computed properties:
LUMO   4.01 eV
Total charge   -1


b) 2 unconnected molecules or ions with the total composition C3H10NOS, computed with wB97M-V/def2-TZVPD.

Geometry (Å):
C  0.721  0.397  0.905
C  1.283  0.856  -0.469
S  0.908  -0.220  -1.845
C  -0.742  0.827  1.230
N  -1.315  0.048  2.357
H  0.521  -0.712  0.649
H  1.310  0.529  1.899
H  0.879  1.860  -0.652
H  2.316  0.968  -0.211
H  -0.976  1.949  1.473
H  -1.224  0.733  0.263
H  -2.273  -0.021  2.311
H  -1.043  0.492  3.268
H  0.270  -1.939  -3.455
H  -0.509  -3.193  -3.572
O  -0.125  -2.575  -4.150

Computed properties:
LUMO   3.84 eV
Total charge   -1


Computed energies relative to the best structure, in kcal/mol: a) 0.0; b) 4.1


a) A molecular structure, C3H10NOS, computed with wB97M-V/def2-TZVPD.

Geometry (Å):
C  -1.656  -1.793  1.442
O  -1.329  -0.497  1.105
H  -2.582  -2.146  0.952
H  -0.861  -2.499  1.146
H  -1.823  -1.923  2.529
C  1.248  0.907  -0.079
C  0.493  0.868  -1.402
S  0.534  2.529  -2.174
N  1.142  -0.413  0.512
H  2.290  1.196  -0.285
H  0.790  1.705  0.536
H  0.965  0.143  -2.063
H  -0.538  0.577  -1.212
H  -0.325  2.304  -3.184
H  1.752  -0.472  1.319
H  -0.098  -0.486  0.855

Computed properties:
LUMO   3.27 eV
Total charge   -1


b) 2 unconnected molecules or ions with the total composition C3H10NOS, computed with wB97M-V/def2-TZVPD.

Geometry (Å):
C  -1.544  -0.161  -0.462
C  -1.328  0.296  1.011
S  0.241  0.718  1.735
C  -0.804  -1.479  -0.673
N  0.392  -1.304  -1.720
H  -0.960  0.502  -1.100
H  -2.592  -0.345  -0.675
H  -1.718  -0.592  1.560
H  -1.941  1.196  1.191
H  -1.436  -2.204  -1.164
H  -0.511  -1.709  0.285
H  0.056  -1.147  -2.692
H  0.736  -0.410  -1.393
H  2.323  1.244  -0.317
H  1.999  0.264  -0.907
O  2.437  1.113  -1.221

Computed properties:
LUMO   4.07 eV
Total charge   -1


Computed energies relative to the best structure, in kcal/mol: a) 0.0; b) 1.4


a) 2 unconnected molecules or ions with the total composition C3H10NOS, computed with wB97M-V/def2-TZVPD.

Geometry (Å):
C  0.558  0.920  0.306
C  -0.645  0.029  0.763
S  -0.552  -1.611  -0.059
C  0.666  1.221  -1.204
N  -0.624  1.795  -1.672
H  1.480  0.561  0.756
H  0.473  1.929  0.739
H  -1.565  0.580  0.507
H  -0.539  -0.081  1.837
H  0.786  0.274  -1.747
H  1.465  1.939  -1.379
H  -0.821  1.637  -2.653
H  -1.301  1.204  -1.197
H  -0.508  -3.596  1.730
H  0.715  -2.983  1.439
O  0.411  -3.818  1.833

Computed properties:
LUMO   4.12 eV
Total charge   -1


b) 2 unconnected molecules or ions with the total composition C3H10NOS, computed with wB97M-V/def2-TZVPD.

Geometry (Å):
C  0.427  -0.866  -1.361
C  1.097  -1.457  -0.136
S  2.391  -2.679  -0.444
H  -0.248  -1.642  -1.766
H  1.055  -0.282  -2.081
H  -0.231  -0.083  -0.807
H  1.689  -0.756  0.500
H  0.360  -2.012  0.510
H  2.816  -2.010  -1.561
N  -0.825  2.547  1.003
C  -1.778  1.423  0.983
O  -1.505  0.256  1.650
H  -0.414  2.441  1.967
H  -0.025  2.130  0.343
H  -2.765  1.744  1.378
H  -2.045  1.246  -0.177

Computed properties:
LUMO   3.05 eV
Total charge   -1


c) 2 unconnected molecules or ions with the total composition C3H10NOS, computed with wB97M-V/def2-TZVPD.

Geometry (Å):
C  0.166  0.125  2.519
C  -0.480  -1.064  1.840
C  -1.345  -0.596  0.648
S  -0.400  -0.272  -0.892
N  0.552  -2.042  1.470
H  -0.593  0.722  3.046
H  0.690  0.781  1.814
H  0.860  -0.166  3.302
H  -1.162  -1.522  2.554
H  -2.100  -1.361  0.438
H  -1.847  0.332  0.924
H  0.121  -2.707  0.821
H  1.086  -1.534  0.770
H  1.028  3.397  -3.057
H  1.304  2.702  -4.392
O  1.593  3.444  -3.837

Computed properties:
LUMO   3.63 eV
Total charge   -1


Computed energies relative to the best structure, in kcal/mol: a) 1.4; b) 49.5; c) 0.0


a) A molecular structure, C2H2BO3, computed with wB97M-V/def2-TZVPD.

Geometry (Å):
B  -0.740  0.717  -0.141
C  0.762  0.099  -0.351
C  0.340  -1.023  0.536
O  -0.970  -0.848  0.323
O  1.765  0.233  -1.166
O  0.933  -1.776  1.276
H  -0.653  1.495  0.646
H  -1.437  1.102  -1.123

Computed properties:
LUMO   3.92 eV
Total charge   -1


b) A molecular structure, C2H2BO3, computed with wB97M-V/def2-TZVPD.

Geometry (Å):
B  0.028  -0.205  -1.017
C  0.518  0.606  0.260
C  -0.450  -0.178  1.042
O  -1.179  -0.628  -0.016
O  1.151  1.729  0.612
O  -0.561  -0.526  2.218
H  -0.181  0.377  -1.900
H  0.675  -1.175  -1.199

Computed properties:
LUMO   3.90 eV
Total charge   -1


Computed energies relative to the best structure, in kcal/mol: a) 0.0; b) 4.8